{"formula": "C35H45FN4O6PPbSiTe", "method": "ωB97M-V/def2-TZVPD", "species": ["Pb", "C", "O", "C", "C", "C", "C", "C", "C", "N", "C", "N", "C", "C", "C", "C", "C", "C", "O", "C", "N", "C", "C", "C", "C", "C", "C", "O", "C", "H", "H", "H", "H", "H", "H", "H", "H", "H", "H", "H", "H", "H", "H", "H", "H", "H", "H", "H", "H", "H", "H", "C", "Si", "C", "C", "N", "C", "C", "C", "C", "C", "C", "F", "H", "H", "H", "H", "H", "H", "H", "H", "H", "H", "H", "H", "H", "C", "C", "O", "P", "O", "Te", "O", "C", "C", "H", "H", "H", "H", "H", "H", "H", "H", "H", "H"], "positions_angstrom": [[-0.30689, 0.76157, -1.10877], [4.01715, -4.49784, 3.28419], [2.99683, -4.01182, 2.42286], [2.67434, -4.76549, 1.33428], [3.20437, -6.00825, 1.04087], [2.81964, -6.66633, -0.12413], [1.92442, -6.07456, -0.99195], [1.38918, -4.82285, -0.70189], [1.74638, -4.16847, 0.46383], [1.32028, -2.87712, 0.85296], [0.52633, -2.01453, 0.17516], [-0.57141, -2.54787, -0.37755], [-1.66275, -1.99351, -1.05022], [-1.80557, -0.71172, -1.54231], [-2.95205, -0.30422, -2.22207], [-3.98487, -1.20378, -2.38879], [-3.87759, -2.49980, -1.89695], [-2.73048, -2.89561, -1.24264], [-2.50983, -4.13664, -0.73964], [-3.50364, -5.13285, -0.95921], [0.80333, -0.71962, 0.16625], [2.04952, -0.32869, 0.75127], [2.02995, 0.51780, 1.84766], [3.21514, 0.91314, 2.45391], [4.41996, 0.45938, 1.94761], [4.45777, -0.36991, 0.83062], [3.27376, -0.76856, 0.22385], [3.19301, -1.57288, -0.86696], [4.40898, -1.99010, -1.47416], [3.70103, -5.41626, 3.78177], [4.17890, -3.72241, 4.02673], [4.94232, -4.67543, 2.73208], [3.91472, -6.47058, 1.70948], [3.23359, -7.63971, -0.34550], [1.63815, -6.57366, -1.90697], [0.72070, -4.35978, -1.41283], [1.93969, -2.45010, 1.53005], [-0.73554, -3.51694, -0.13241], [-3.04987, 0.69831, -2.59518], [-4.88718, -0.89798, -2.89905], [-4.69511, -3.19181, -2.02710], [-3.09985, -6.05317, -0.54912], [-3.69526, -5.25806, -2.02606], [-4.42764, -4.87467, -0.44024], [1.06773, 0.84220, 2.22534], [3.19104, 1.55816, 3.32053], [5.34960, 0.75015, 2.41695], [5.40949, -0.69901, 0.44142], [4.12328, -2.57938, -2.34021], [4.99316, -2.61062, -0.79178], [5.00241, -1.13086, -1.79376], [2.62739, 1.37501, -2.50462], [2.05620, 2.96939, -1.72261], [2.08285, 4.35379, -2.96592], [3.16507, 3.39640, -0.30285], [0.31518, 2.75024, -1.43804], [-0.62582, 3.67713, -0.97120], [-0.28375, 4.76069, -0.16362], [-1.19407, 5.77625, 0.08767], [-2.48297, 5.69627, -0.41360], [-2.87572, 4.59707, -1.15969], [-1.94011, 3.62247, -1.41216], [-2.28144, 2.53684, -2.16303], [3.00112, 0.67582, -1.76220], [1.83882, 0.87953, -3.08231], [3.44144, 1.58149, -3.20078], [3.09887, 4.51506, -3.33112], [1.73407, 5.28731, -2.52136], [1.44119, 4.12667, -3.81747], [4.13997, 3.67949, -0.70763], [3.31086, 2.54754, 0.36126], [2.80628, 4.23156, 0.29847], [0.72660, 4.81691, 0.21900], [-0.89536, 6.63554, 0.67202], [-3.19071, 6.49016, -0.21800], [-3.87366, 4.50268, -1.56411], [-3.21419, 4.38465, 2.74572], [-2.06561, 3.40555, 2.84799], [-2.55547, 2.05224, 2.77641], [-2.57752, 1.17065, 1.46023], [-1.27663, 1.46589, 0.68146], [-2.96963, -1.01519, 2.16000], [-3.69389, 1.81421, 0.51128], [-5.07503, 1.82289, 0.93789], [-5.88289, 0.86370, 0.09682], [-2.85012, 5.40288, 2.89015], [-3.95895, 4.17286, 3.51235], [-3.68878, 4.32613, 1.76663], [-1.57960, 3.48688, 3.81984], [-1.31916, 3.56611, 2.06869], [-5.42473, 2.84915, 0.81485], [-5.13548, 1.56979, 1.99875], [-5.75388, 1.08992, -0.96251], [-6.94069, 0.95452, 0.34569], [-5.56069, -0.16140, 0.27943]], "forces_ev_per_angstrom": [[-1.1, 0.1, 1.0], [0.0, 0.0, 0.0], [0.0, 0.0, -0.1], [0.0, 0.0, 0.1], [0.0, 0.0, 0.0], [0.0, 0.0, 0.0], [0.0, 0.0, 0.0], [0.0, 0.0, 0.0], [0.0, 0.0, 0.1], [0.1, 0.0, 0.0], [-0.2, 0.0, 0.2], [0.1, 0.0, -0.1], [0.0, -0.1, -0.2], [0.2, 0.0, -0.5], [-0.1, -0.2, 0.0], [0.1, 0.1, 0.1], [0.0, 0.0, 0.0], [0.0, -0.1, 0.0], [0.0, 0.1, -0.1], [0.0, 0.0, 0.0], [0.4, 0.1, -0.4], [-0.1, 0.3, 0.1], [0.0, 0.0, 0.1], [0.0, 0.0, 0.0], [0.0, 0.0, 0.0], [0.0, 0.0, 0.0], [0.1, 0.0, -0.1], [0.0, 0.1, 0.0], [0.0, -0.1, 0.0], [0.0, 0.0, 0.0], [0.0, 0.0, 0.0], [0.0, 0.0, 0.0], [0.0, 0.0, 0.0], [0.0, 0.0, 0.0], [0.0, 0.0, 0.0], [0.0, 0.0, 0.0], [0.0, 0.0, 0.0], [0.0, 0.1, 0.1], [0.0, 0.0, 0.0], [0.0, 0.0, 0.0], [0.0, 0.0, 0.0], [0.0, 0.0, 0.0], [0.0, 0.0, 0.0], [0.0, 0.0, 0.0], [0.0, 0.0, 0.0], [0.0, 0.0, 0.0], [0.0, 0.0, 0.0], [0.0, 0.0, 0.0], [0.0, 0.0, 0.0], [0.0, 0.0, 0.0], [0.0, 0.0, 0.0], [-0.3, -0.1, 0.1], [-0.2, 0.8, -0.7], [0.1, 0.0, 0.1], [-0.1, -0.1, 0.2], [0.6, -1.2, 0.3], [0.1, 0.3, 0.0], [0.1, 0.1, -0.1], [0.1, -0.1, 0.0], [-0.1, 0.1, 0.1], [0.1, -0.2, -0.1], [-0.1, 0.1, -0.2], [0.1, 0.3, 0.1], [0.1, -0.1, 0.0], [0.1, 0.0, -0.1], [0.0, 0.0, 0.0], [0.0, 0.1, 0.0], [0.0, 0.0, 0.0], [0.0, 0.0, 0.0], [0.0, 0.0, 0.0], [0.1, -0.1, 0.1], [0.0, 0.0, 0.0], [0.0, 0.0, 0.0], [0.0, 0.0, 0.0], [0.0, 0.0, 0.0], [0.0, 0.0, 0.0], [0.0, 0.0, 0.0], [-0.1, 0.1, 0.0], [0.2, 0.1, 0.1], [0.1, -0.3, 0.2], [0.0, 0.2, 0.1], [0.0, -0.1, 0.0], [0.1, 0.1, -0.1], [-0.1, 0.0, 0.0], [0.0, 0.0, 0.0], [0.0, 0.0, 0.0], [0.0, 0.0, 0.0], [0.0, 0.0, 0.0], [0.0, 0.0, 0.0], [0.0, 0.0, 0.0], [0.0, 0.0, 0.0], [0.0, 0.0, 0.0], [0.0, 0.0, 0.0], [0.0, 0.0, 0.0], [0.0, 0.0, 0.0]], "lowdin_charge": [1.573, -0.053, -0.090, -0.219, -0.009, -0.074, -0.081, -0.021, -0.141, 0.173, -0.335, 0.169, -0.238, -0.233, -0.116, -0.054, 0.010, -0.242, -0.100, -0.038, 0.030, -0.240, -0.008, -0.081, -0.068, 0.000, -0.268, -0.099, -0.047, 0.101, 0.097, 0.099, 0.110, 0.110, 0.107, 0.111, 0.144, 0.142, 0.089, 0.119, 0.116, 0.100, 0.102, 0.104, 0.122, 0.113, 0.113, 0.111, 0.100, 0.101, 0.098, -0.157, 0.398, -0.157, -0.139, -0.184, -0.330, -0.025, -0.070, -0.076, 0.007, -0.229, 0.015, 0.006, 0.029, 0.056, 0.040, 0.036, 0.041, 0.051, 0.006, 0.032, 0.101, 0.115, 0.117, 0.131, -0.063, -0.240, -0.301, 0.076, -0.479, 0.494, -0.301, -0.288, -0.079, 0.082, 0.087, 0.054, 0.123, 0.092, 0.115, 0.104, 0.074, 0.084, 0.043], "molar_mass_g_mol": 1030.63, "e_above_lowest_kcal_mol": 0.00, "multiplicity": 1, "charge": 1}

---

{"formula": "C4H6O", "method": "ωB97M-V/def2-TZVPD", "species": ["C", "C", "C", "C", "O", "H", "H", "H", "H", "H", "H"], "positions_angstrom": [[-0.09197, -1.17090, 0.69446], [-1.27278, -0.46828, 0.06048], [0.00119, -0.05503, -0.35208], [0.95291, 1.05087, -0.35281], [-0.83664, -0.64243, -1.30818], [0.03822, -0.81821, 1.63555], [0.11137, -2.08150, 0.38921], [-2.59429, -0.33179, 0.35571], [1.95689, 0.86654, -0.61384], [0.97163, 1.67267, 0.55179], [0.76347, 1.97805, -1.06030]], "forces_ev_per_angstrom": [[-2.3, 3.9, -2.1], [-4.7, -0.4, 1.3], [0.6, 0.6, 1.9], [-0.8, 4.5, -1.5], [-0.2, -0.6, -1.4], [0.8, 0.5, 2.9], [1.1, -4.5, -1.1], [4.8, 0.1, -1.0], [1.2, -1.1, -0.1], [-0.1, -0.9, 0.5], [-0.5, -2.1, 0.7]], "lowdin_charge": [0.025, -0.186, -0.453, -0.021, 0.002, 0.077, 0.053, 0.238, 0.055, 0.086, 0.124], "molar_mass_g_mol": 70.09, "e_above_lowest_kcal_mol": 99.35, "multiplicity": 1, "charge": 0}

---

{"formula": "C9H17N2", "method": "ωB97M-V/def2-TZVPD", "species": ["C", "C", "C", "C", "C", "C", "N", "N", "C", "C", "C", "H", "H", "H", "H", "H", "H", "H", "H", "H", "H", "H", "H", "H", "H", "H", "H", "H"], "positions_angstrom": [[2.86694, -1.60876, 0.60517], [1.79959, -0.95406, -0.20483], [2.29101, -0.09723, -1.32312], [0.51421, -1.13527, 0.12031], [-0.67048, -0.68352, -0.63794], [-1.73537, -2.24070, -0.54158], [-2.31616, -3.21262, -0.47452], [-1.48990, 0.39095, -0.01696], [-2.06700, -0.05621, 1.26451], [-0.61110, 1.55435, 0.23976], [-2.57339, 0.79205, -0.93368], [3.58792, -0.87821, 0.96664], [2.45808, -2.15665, 1.44895], [3.40872, -2.31242, -0.02748], [3.12208, -0.58473, -1.82564], [1.52612, 0.13418, -2.05945], [2.66861, 0.83959, -0.91323], [0.29439, -1.74148, 0.98861], [-0.52968, -0.50521, -1.69846], [-2.71278, -0.91670, 1.10368], [-1.27123, -0.33795, 1.95177], [-2.65219, 0.74165, 1.71522], [-0.18528, 1.92300, -0.69024], [-1.18485, 2.34924, 0.71020], [0.19979, 1.26222, 0.90576], [-2.16074, 1.22805, -1.84261], [-3.17794, -0.07355, -1.20155], [-3.21091, 1.53451, -0.45624]], "forces_ev_per_angstrom": [[-0.1, -0.1, 0.1], [-0.2, 0.2, 0.0], [-0.1, -0.1, -0.1], [0.2, 0.0, 0.2], [-1.6, -4.3, 0.4], [3.1, 5.4, -0.9], [-1.0, -1.7, 0.2], [-0.2, 0.0, 0.0], [-0.4, -0.4, 1.0], [0.7, 0.7, 0.2], [-0.8, 0.2, -0.7], [0.1, 0.1, 0.0], [0.0, 0.0, 0.1], [0.1, 0.0, 0.0], [0.1, 0.0, -0.1], [0.0, 0.1, -0.1], [0.1, 0.1, 0.0], [0.0, 0.0, 0.0], [-0.1, 0.1, 0.0], [0.0, 0.1, -0.1], [0.0, 0.1, -0.1], [0.1, 0.2, -0.2], [-0.1, -0.1, -0.1], [-0.2, -0.1, -0.1], [-0.1, -0.1, -0.1], [0.1, -0.1, 0.1], [0.1, -0.1, 0.1], [0.1, -0.1, 0.1]], "lowdin_charge": [-0.030, -0.309, -0.028, -0.102, -0.109, -0.105, 0.132, -0.374, 0.008, 0.021, 0.014, 0.098, 0.088, 0.103, 0.097, 0.074, 0.102, 0.119, 0.140, 0.102, 0.119, 0.122, 0.120, 0.123, 0.116, 0.120, 0.116, 0.122], "molar_mass_g_mol": 153.25, "smiles": "CC(C)=C[C@@H](C#N)[N+](C)(C)C", "e_above_lowest_kcal_mol": 73.32, "multiplicity": 1, "charge": 1}

---

{"formula": "C26H29ClFN2O4S2", "method": "ωB97M-V/def2-TZVPD", "species": ["Cl", "C", "N", "C", "C", "N", "F", "C", "C", "C", "C", "H", "H", "H", "H", "H", "H", "H", "H", "H", "H", "H", "H", "H", "H", "C", "C", "C", "C", "C", "S", "C", "C", "C", "C", "C", "C", "O", "O", "S", "C", "C", "C", "C", "C", "C", "O", "O", "C", "C", "H", "H", "H", "H", "H", "H", "H", "H", "H", "H", "H", "H", "H", "H", "H"], "positions_angstrom": [[-0.05213, -1.03182, -4.92191], [0.24473, -0.29602, -3.31120], [0.83220, -1.27638, -2.34141], [-0.11078, -2.42931, -2.05258], [0.49326, -3.33681, -1.02997], [1.80681, -2.73854, -0.64316], [2.42163, -3.63371, 0.38534], [1.63864, -1.40122, -0.00999], [1.02664, -0.51950, -1.05580], [2.77019, -2.69886, -1.78013], [2.18333, -1.78798, -2.80377], [0.96628, 0.52422, -3.43630], [-0.71764, 0.04389, -2.90571], [-1.04443, -1.98547, -1.68395], [-0.31469, -2.93151, -3.00113], [-0.08839, -3.41662, -0.10282], [0.69902, -4.35094, -1.39945], [1.00593, -1.53190, 0.87498], [2.63186, -1.06554, 0.31012], [1.66369, 0.34478, -1.28755], [0.03679, -0.15191, -0.75139], [3.72128, -2.33584, -1.37022], [2.91405, -3.73036, -2.13046], [2.03316, -2.28039, -3.76499], [2.81466, -0.90543, -2.95258], [4.69838, -3.46000, 7.31086], [5.30964, -4.66830, 6.95220], [4.84113, -5.39555, 5.86970], [3.75643, -4.94405, 5.06543], [3.54647, -5.45506, 3.74719], [1.84222, -5.56860, 3.17150], [1.57377, -6.90971, 1.97247], [1.44806, -6.67391, 0.59385], [1.10547, -7.72404, -0.26421], [0.91522, -9.01242, 0.25713], [1.00504, -9.23769, 1.63825], [1.33042, -8.18558, 2.49325], [1.06047, -6.02463, 4.30853], [1.50910, -4.29049, 2.56116], [4.86551, -6.29185, 2.88685], [5.99263, -5.02879, 2.26829], [5.58516, -4.33592, 1.12747], [6.32297, -3.23388, 0.69898], [7.51751, -2.90242, 1.34875], [8.01875, -3.72246, 2.36900], [7.26878, -4.81947, 2.82088], [5.65716, -7.15136, 3.74844], [4.26635, -6.84984, 1.68429], [2.97963, -3.87645, 5.62879], [3.47976, -3.12434, 6.69276], [5.12070, -2.81701, 8.08836], [6.17550, -5.02778, 7.51701], [5.32864, -6.32544, 5.61249], [1.63058, -5.66809, 0.21333], [1.01830, -7.53809, -1.34358], [0.72517, -9.84992, -0.41124], [0.83759, -10.23168, 2.06639], [1.38394, -8.35162, 3.56921], [4.68886, -4.66479, 0.60183], [5.95325, -2.66242, -0.15025], [8.07211, -2.02149, 1.03906], [8.99353, -3.51636, 2.81463], [7.66767, -5.50142, 3.57754], [2.02531, -3.61608, 5.16752], [2.90463, -2.26647, 7.05107]], "forces_ev_per_angstrom": [[0.2, 0.3, 0.9], [-0.3, -0.1, -1.1], [0.0, -0.1, 0.2], [-0.8, 0.9, -1.1], [0.8, -1.1, 1.2], [1.5, -2.1, 2.2], [-1.3, 2.3, -2.3], [0.7, -0.9, 1.1], [-0.6, 1.3, -0.6], [0.6, -1.1, 1.2], [-0.5, 1.0, -1.2], [-0.4, -0.3, 0.1], [0.4, 0.0, -0.1], [0.2, -0.1, -0.2], [0.1, 0.1, 0.2], [0.1, -0.1, -0.2], [-0.1, 0.3, 0.1], [0.2, -0.1, -0.1], [-0.2, -0.1, 0.0], [-0.2, -0.2, 0.1], [0.3, -0.1, -0.1], [-0.2, -0.1, -0.1], [-0.1, 0.3, 0.2], [0.0, 0.1, 0.1], [-0.2, -0.1, -0.1], [-0.3, -0.2, 0.0], [-0.1, 0.7, 0.2], [-0.3, 0.1, -0.3], [0.2, 1.0, 1.9], [0.2, -1.9, -2.2], [2.2, -1.3, 1.6], [-0.2, 0.1, -0.5], [-0.1, -0.3, 0.5], [0.2, 0.0, 0.3], [0.1, 0.1, 0.2], [0.1, 0.2, -0.3], [0.0, 0.2, 0.0], [-0.2, 0.7, -0.5], [-0.9, 0.3, -0.8], [-1.7, 0.3, 0.9], [0.6, -0.4, -0.1], [0.1, 0.5, 0.3], [0.0, -0.5, 0.3], [0.0, -0.2, 0.1], [-0.4, -0.1, -0.2], [-0.5, 0.4, -0.2], [-0.2, 0.4, -0.8], [0.2, 0.0, -0.1], [0.7, -0.3, -0.4], [0.1, -0.4, 0.0], [-0.2, -0.3, -0.2], [-0.3, 0.1, -0.3], [0.0, 0.2, 0.0], [0.0, -0.4, 0.1], [0.1, -0.2, 0.5], [-0.1, 0.2, 0.1], [0.1, 0.4, -0.3], [0.0, 0.1, -0.3], [0.1, 0.1, 0.3], [0.3, 0.1, 0.0], [0.0, -0.2, 0.0], [-0.3, 0.0, -0.2], [-0.4, 0.3, -0.1], [0.3, 0.1, 0.1], [0.2, -0.2, -0.1]], "lowdin_charge": [0.714, -0.453, -0.279, -0.047, -0.012, -0.133, 0.063, -0.001, -0.052, -0.014, -0.051, 0.118, 0.118, 0.162, 0.134, 0.173, 0.157, 0.173, 0.172, 0.161, 0.162, 0.154, 0.174, 0.131, 0.161, -0.116, -0.098, -0.054, -0.282, -0.367, 0.706, -0.272, -0.096, -0.093, -0.076, -0.053, -0.042, -0.321, -0.385, 0.685, -0.249, -0.090, -0.110, -0.091, -0.065, -0.027, -0.324, -0.352, -0.052, -0.106, 0.092, 0.103, 0.085, 0.058, 0.093, 0.103, 0.115, 0.126, 0.086, 0.071, 0.098, 0.110, 0.122, 0.091, 0.094], "molar_mass_g_mol": 552.11, "multiplicity": 1, "charge": 1, "total_energy_ha": -2774.46873}